Entry 1:
# C18H23FN6O4

One molecule with the formula C18H23FN6O4 (ωB97M-V with the def2-TZVPD basis set, the OMol25 dataset).

Bonds (Å) are listed after each position.
Atoms and positions in Å:
1 C -3.630 -0.482 -1.072  N16 1.312, N18 1.364, C44 1.488
2 H 3.346 1.219 -3.298  C11 1.093
3 H -3.332 -1.637 0.724  C44 1.093
4 C -2.675 2.682 0.402  H21 1.090, C22 1.514, H27 1.090, H29 1.087
5 H -1.076 -0.794 -0.592  N25 1.006
6 H -0.129 -0.628 -2.810  C35 1.098
7 N 2.943 -3.488 -3.260  C39 1.314, C48 1.335
8 H 2.233 2.562 -3.495  C11 1.093
9 H 2.654 -0.687 -1.574  C24 1.097
10 H 0.820 -2.080 -2.569  C35 1.090
11 C 2.287 1.493 -3.274  H2 1.093, H8 1.093, C30 1.529, C45 1.523
12 H 0.807 -6.944 -5.030  O31 0.967
13 H 1.070 -1.663 -0.026  C37 1.093
14 O 3.226 -1.252 -5.449  C50 1.216
15 H -4.793 -0.647 0.728  C44 1.092
16 N -3.861 -0.777 -2.329  C1 1.312, C23 1.370
17 O -0.070 1.796 0.873  C26 1.216
18 N -2.853 0.634 -0.963  C1 1.364, C22 1.454, C46 1.380
19 H 1.975 0.821 -5.335  C45 1.086
20 H -4.715 -2.097 -0.268  C44 1.086
21 H -2.243 3.275 -0.403  C4 1.090
22 C -2.321 1.216 0.258  C4 1.514, N18 1.454, C26 1.534, H40 1.093
23 C -3.218 0.183 -3.065  N16 1.370, H43 1.077, C46 1.362
24 C 1.630 -0.293 -1.593  H9 1.097, C30 1.531, C35 1.528, C37 1.525
25 N -0.390 -0.199 -0.157  H5 1.006, C26 1.352, C37 1.450
26 C -0.808 0.981 0.352  O17 1.216, C22 1.534, N25 1.352
27 H -3.757 2.804 0.386  C4 1.090
28 H 0.501 0.998 -4.385  C45 1.096
29 H -2.287 3.071 1.340  C4 1.087
30 C 1.697 1.207 -1.893  C11 1.529, C24 1.531, H47 1.097, H51 1.091
31 O 0.671 -6.067 -5.412  H12 0.967, C52 1.333
32 F 0.705 -3.403 -6.073  C49 1.341
33 N 1.579 -0.713 -3.978  C35 1.450, C45 1.453, C50 1.349
34 N 2.132 -5.669 -3.699  C39 1.334, C52 1.317
35 C 0.899 -1.005 -2.731  H6 1.098, H10 1.090, C24 1.528, N33 1.450
36 H 3.417 -6.194 -1.956  O41 0.966
37 C 1.003 -0.592 -0.235  H13 1.093, C24 1.525, N25 1.450, H38 1.089
38 H 1.552 -0.077 0.552  C37 1.089
39 C 2.859 -4.777 -3.024  N7 1.314, N34 1.334, O41 1.340
40 H -2.770 0.664 1.087  C22 1.093
41 O 3.573 -5.242 -1.990  H36 0.966, C39 1.340
42 H -1.983 1.939 -2.437  C46 1.076
43 H -3.243 0.193 -4.142  C23 1.077
44 C -4.139 -1.252 0.096  C1 1.488, H3 1.093, H15 1.092, H20 1.086
45 C 1.554 0.694 -4.342  C11 1.523, H19 1.086, H28 1.096, N33 1.453
46 C -2.586 1.069 -2.245  N18 1.380, C23 1.362, H42 1.076
47 H 0.686 1.630 -1.840  C30 1.097
48 C 2.223 -3.037 -4.290  N7 1.335, C49 1.372, C50 1.511
49 C 1.433 -3.866 -5.046  F32 1.341, C48 1.372, C52 1.392
50 C 2.372 -1.576 -4.646  O14 1.216, N33 1.349, C48 1.511
51 H 2.272 1.712 -1.115  C30 1.091
52 C 1.419 -5.216 -4.709  O31 1.333, N34 1.317, C49 1.392

- Lowest unoccupied orbital energy: 0.41 eV
- Frontier orbital gap: 9.38 eV
- E: -38889.43551 eV
- HOMO: -8.98 eV
- SMILES: Cc1nccn1[C@H](C)C(=O)NC[C@@H]1CCCN(C(=O)c2nc(O)nc(O)c2F)C1
- Energy above the lowest of the compared OMol25 structures with the same formula, charge and spin: 13.4 kJ/mol

---

Entry 2:
# C4H8N2O

One molecule with the formula C4H8N2O (ωB97M-V with the def2-TZVPD basis set, the OMol25 dataset).

Bonds (Å) are listed after each position.
Atoms and positions in Å:
1 H -1.580 -1.713 0.683  C7 1.096
2 N 0.138 0.511 0.767  C4 1.411, C9 1.469, H13 1.011
3 O 2.067 0.968 1.894  C4 1.215
4 C 1.534 0.699 0.835  N2 1.411, O3 1.215, N12 1.364
5 H -0.181 1.557 -1.058  C9 1.092
6 H -1.655 1.188 -0.076  C9 1.099
7 C -1.637 -1.500 -0.391  H1 1.096, H8 1.099, C10 1.508, H11 1.103
8 H -1.590 -2.475 -0.898  C7 1.099
9 C -0.675 0.824 -0.415  N2 1.469, H5 1.092, H6 1.099, C10 1.487
10 C -0.483 -0.607 -0.770  C7 1.508, C9 1.487
11 H -2.635 -1.059 -0.551  C7 1.103
12 N 2.153 0.557 -0.373  C4 1.364, H14 1.021, H15 1.009
13 H -0.297 0.639 1.671  N2 1.011
14 H 1.681 -0.096 -1.000  N12 1.021
15 H 3.159 0.509 -0.318  N12 1.009

- Lowest unoccupied orbital energy: 0.58 eV
- Frontier orbital gap: 9.11 eV
- E: -9302.72017 eV
- HOMO: -8.53 eV
- Energy above the lowest of the compared OMol25 structures with the same formula, charge and spin: 354.4 kJ/mol